1.
Here is a gas-phase ion, C5H4N3S (charge +1) in a non-equilibrium geometry from the OMol25 dataset. Energies are from ωB97M-V with the def2-TZVPD basis set.

For the LUMO energy (alpha / beta), the calculation gives -0.217 / -0.326 Ha. The charge is +1. The calculation puts the HOMO energy (alpha / beta) at -14.799 / -14.555 eV.

Cartesian coordinates (Å):
1 C -3.52450 -1.27301 -1.49367
2 C -2.39759 -1.91826 -1.05798
3 C -1.51793 -0.82935 -0.74057
4 C -0.33586 -1.24769 -0.03739
5 C 0.64468 -0.26152 0.41087
6 N -0.42575 -2.57865 0.15475
7 N -3.34562 -0.03856 -1.69266
8 N -2.18538 0.35701 -1.18031
9 S -1.68215 -3.37502 -0.55701
10 H 0.79397 0.35981 -0.51430
11 H 0.33215 0.34059 1.21425
12 H 1.54940 -0.79622 0.83190
13 H -1.82723 1.27016 -1.40686

Atomic partial charges in e from the Mulliken method, atoms 1 to 6:
1. C 0.214
2. C 0.203
3. C 0.491
4. C 0.448
5. C -1.130
6. N -0.510

=====

2.
Here is 6 unconnected molecules or ions with the total composition H11O5S in a non-equilibrium geometry from the OMol25 dataset. Energies are from ωB97M-V with the def2-TZVPD basis set.

For the LUMO energy, the calculation gives 0.133 Ha. The charge is -1. The calculation puts the HOMO energy at -4.082 eV.

Cartesian coordinates (Å):
1 S 0.77558 1.36834 -0.78451
2 H 0.57001 2.26220 0.17277
3 H -0.42924 -1.83495 0.86589
4 H 0.66965 -2.87495 0.32132
5 O 0.38247 -2.32306 1.05100
6 H -2.50158 0.14877 1.22377
7 H -1.20568 0.39877 0.45432
8 O -1.61293 -0.19521 1.10624
9 H -2.32315 1.96185 -0.75854
10 H -1.75752 0.98943 -1.64468
11 O -2.52465 1.05946 -1.04662
12 H 1.02129 0.35619 1.47147
13 H 2.09847 1.33835 1.48540
14 O 1.74794 0.64254 2.05362
15 H 0.35085 -1.52185 -0.86789
16 H 1.05956 -1.11440 -2.10186
17 O 0.70093 -1.90733 -1.68579

Atomic partial charges in e from the Mulliken method, atoms 1 to 6:
1. S -0.849
2. H -0.021
3. H 0.336
4. H 0.307
5. O -0.669
6. H 0.251

=====

3.
Here is C4H5NO2 in the gas phase from the OMol25 dataset. Energies are from ωB97M-V with the def2-TZVPD basis set.

For the LUMO energy, the calculation gives 0.033 Ha. The charge is 0. The calculation puts the HOMO energy at -9.296 eV.

Cartesian coordinates (Å):
1 C -1.91617 0.35810 0.18997
2 C -0.58517 -0.26301 -0.03697
3 C -0.09901 -1.41318 -0.51195
4 O 1.27588 -1.14659 -0.36058
5 C 0.84361 0.09330 0.13207
6 O 2.90200 0.70860 0.42423
7 N 1.54228 1.07852 0.49299
8 H -2.09470 0.55601 1.25207
9 H -2.02131 1.30662 -0.34691
10 H -2.69812 -0.32091 -0.16392
11 H -0.43246 -2.35139 -0.93180
12 H 3.28319 1.39393 -0.13919

Atomic partial charges in e from the Mulliken method, atoms 1 to 6:
1. C -1.087
2. C 0.211
3. C -0.154
4. O -0.379
5. C 0.729
6. O -0.344

=====

4.
Here is C17H15BrN2O7 in the gas phase in a non-equilibrium geometry from the OMol25 dataset. Energies are from ωB97M-V with the def2-TZVPD basis set.

The SMILES is O=C(COC(=O)CNC(=O)c1ccc(Br)o1)Nc1ccc2c(c1)OCCO2. For the LUMO energy, the calculation gives 0.015 Ha. The charge is 0. The calculation puts the HOMO energy at -7.754 eV.

Cartesian coordinates (Å):
1 O 3.82569 1.93223 -0.43817
2 C 3.34274 0.88257 -0.79640
3 N 2.02806 0.61104 -0.94544
4 C 0.94476 1.40976 -0.55119
5 C -0.33477 0.93276 -0.81236
6 C -1.45119 1.64859 -0.40705
7 C -1.29091 2.88549 0.22297
8 C -0.00931 3.35118 0.48381
9 C 1.10260 2.62229 0.11536
10 H 2.08963 2.99321 0.32887
11 H 0.09423 4.30109 0.98253
12 O -2.36364 3.66423 0.58513
13 C -3.55895 3.27407 -0.04998
14 C -3.73391 1.76096 0.05049
15 H -4.66641 1.43872 -0.41514
16 O -2.69119 1.09808 -0.63176
17 H -3.72989 1.46943 1.11083
18 H -4.36895 3.79944 0.45748
19 H -3.53559 3.56440 -1.10947
20 H -0.47908 0.00120 -1.33559
21 H 1.76186 -0.29091 -1.33352
22 C 4.26925 -0.28913 -1.17061
23 H 5.16301 -0.20181 -0.54471
24 H 4.54949 -0.21128 -2.22323
25 O 3.68595 -1.57849 -1.02346
26 C 3.31332 -1.93925 0.19930
27 O 3.44031 -1.27274 1.18957
28 C 2.63046 -3.31072 0.17556
29 N 1.25181 -3.16161 0.59262
30 C 0.40210 -2.47036 -0.20760
31 O 0.72956 -2.06910 -1.30966
32 C -0.94961 -2.26660 0.34269
33 C -1.42763 -2.16783 1.62717
34 C -2.80640 -1.89339 1.52305
35 C -3.05661 -1.84646 0.17981
36 O -1.95727 -2.06126 -0.53561
37 Br -4.64497 -1.60359 -0.74528
38 H -3.51232 -1.75132 2.31458
39 H -0.86916 -2.25405 2.53691
40 H 1.02119 -3.31455 1.56002
41 H 3.14000 -3.99275 0.85489
42 H 2.65177 -3.69359 -0.84738

Atomic partial charges in e from the Mulliken method, atoms 1 to 6:
1. O -0.655
2. C 0.664
3. N -0.103
4. C 0.304
5. C -0.495
6. C -0.009